Record 1
{"formula": "C5H5BeO3", "method": "ωB97M-V with the def2-TZVPD basis set", "species": ["O", "C", "O", "Be", "H", "O", "C", "C", "C", "C", "H", "H", "H", "H"], "coordinates": [[-1.11, 2.05, -0.15], [-1.54, 0.82, -0.28], [-1.78, 0.14, 0.93], [0.58, 1.83, 0.14], [-2.40, 0.72, -0.98], [3.24, -0.04, 0.61], [2.15, 0.24, -0.05], [0.98, -0.01, -0.40], [-0.36, -0.45, -0.61], [-1.08, -1.07, 0.60], [4.02, -0.02, 0.04], [-0.51, -0.94, -1.58], [-1.77, -1.87, 0.32], [-0.44, -1.39, 1.43]], "nbo_charge": [-0.92, 0.45, -0.52, 1.57, 0.19, -0.59, 0.32, -0.26, -0.43, -0.06, 0.54, 0.29, 0.22, 0.21], "e_tot_ev": -11798.74693, "charge": 1, "lumo_ha": -0.2296, "e_above_lowest_kcal_mol": 16.42, "multiplicity": 1}


Record 2
{"formula": "C38H62CaO4SeSi", "method": "ωB97M-V with the def2-TZVPD basis set", "species": ["Ca", "C", "C", "C", "C", "C", "C", "C", "Se", "C", "C", "C", "C", "C", "C", "O", "C", "C", "C", "C", "C", "C", "C", "C", "C", "O", "C", "C", "C", "C", "C", "C", "H", "H", "H", "H", "H", "H", "H", "H", "H", "H", "H", "H", "H", "H", "H", "H", "H", "H", "H", "H", "H", "H", "H", "H", "H", "H", "H", "H", "H", "H", "H", "H", "H", "H", "H", "H", "H", "H", "H", "H", "C", "Si", "C", "C", "C", "C", "C", "C", "C", "C", "H", "H", "H", "H", "H", "H", "H", "H", "H", "H", "H", "H", "H", "H", "H", "H", "H", "H", "H", "H", "H", "O", "C", "O", "H"], "coordinates": [[2.10, 0.71, 0.13], [-5.03, -0.15, 4.35], [-4.88, -0.12, 2.82], [-5.31, -1.48, 2.27], [-5.83, 0.95, 2.25], [-3.43, 0.21, 2.44], [-2.63, -0.61, 1.67], [-1.33, -0.25, 1.34], [-0.27, -1.42, 0.24], [-0.83, -0.79, -1.50], [-2.06, -1.19, -1.99], [-2.53, -0.75, -3.22], [-1.70, 0.12, -3.92], [-0.45, 0.56, -3.47], [0.05, 0.07, -2.23], [1.22, 0.36, -1.76], [0.30, 1.56, -4.37], [0.63, 0.89, -5.71], [1.62, 2.09, -3.79], [-0.59, 2.79, -4.63], [-3.88, -1.23, -3.75], [-4.99, -0.87, -2.74], [-4.24, -0.60, -5.09], [-3.87, -2.76, -3.92], [-0.73, 0.97, 1.78], [0.48, 1.26, 1.45], [-1.56, 1.81, 2.58], [-2.85, 1.41, 2.87], [-1.10, 3.17, 3.16], [0.34, 3.58, 2.83], [-1.22, 3.14, 4.69], [-2.02, 4.28, 2.61], [-6.05, -0.41, 4.63], [-4.79, 0.82, 4.79], [-4.35, -0.89, 4.78], [-6.34, -1.68, 2.57], [-4.68, -2.28, 2.65], [-5.27, -1.49, 1.18], [-6.87, 0.73, 2.52], [-5.74, 0.99, 1.16], [-5.58, 1.94, 2.64], [-2.99, -1.56, 1.29], [-2.65, -1.86, -1.38], [-2.04, 0.49, -4.88], [1.25, 0.01, -5.55], [1.17, 1.59, -6.36], [-0.28, 0.57, -6.24], [2.35, 1.30, -3.66], [1.48, 2.56, -2.82], [2.02, 2.84, -4.48], [-1.53, 2.53, -5.12], [-0.06, 3.52, -5.26], [-0.84, 3.28, -3.68], [-5.03, 0.22, -2.60], [-4.80, -1.32, -1.77], [-5.97, -1.21, -3.10], [-4.30, 0.49, -5.02], [-5.21, -0.97, -5.43], [-3.50, -0.85, -5.86], [-3.64, -3.26, -2.98], [-3.09, -3.04, -4.64], [-4.83, -3.12, -4.29], [-3.46, 2.07, 3.48], [1.06, 2.86, 3.21], [0.53, 4.55, 3.28], [0.51, 3.65, 1.75], [-0.57, 2.36, 5.10], [-2.24, 2.94, 5.03], [-0.91, 4.10, 5.11], [-1.95, 4.32, 1.52], [-1.71, 5.25, 3.01], [-3.07, 4.12, 2.88], [2.91, -3.25, 0.21], [3.76, -1.60, 0.78], [3.94, -1.94, 2.72], [4.57, -3.28, 3.12], [4.71, -0.80, 3.40], [2.50, -1.91, 3.26], [5.51, -1.80, -0.13], [6.28, -3.11, 0.08], [6.44, -0.64, 0.23], [5.18, -1.69, -1.62], [3.56, -4.13, 0.25], [2.54, -3.15, -0.82], [2.03, -3.47, 0.83], [5.65, -3.29, 2.94], [4.13, -4.12, 2.57], [4.42, -3.46, 4.20], [5.76, -0.79, 3.10], [4.67, -0.91, 4.49], [4.28, 0.17, 3.14], [1.90, -2.74, 2.89], [1.98, -0.98, 2.99], [2.51, -1.97, 4.36], [6.64, -3.22, 1.11], [7.17, -3.13, -0.57], [5.67, -3.99, -0.16], [6.80, -0.70, 1.26], [5.94, 0.33, 0.11], [7.33, -0.63, -0.42], [4.55, -2.51, -1.96], [6.11, -1.71, -2.22], [4.66, -0.75, -1.85], [4.75, 3.88, -0.96], [4.12, 2.84, -0.80], [3.21, 2.58, 0.07], [4.35, 2.01, -1.50]], "mulliken_charge": [1.86, -1.78, 1.89, -1.88, -1.61, -0.69, 0.39, -0.77, 0.21, -0.29, 0.02, -0.21, -0.30, -0.24, 0.62, -1.08, 2.30, -1.75, -1.92, -1.78, 2.21, -1.64, -2.22, -1.78, 0.71, -1.04, -0.29, 0.00, 2.30, -2.12, -1.77, -1.72, 0.48, 0.30, 0.34, 0.45, 0.38, 0.14, 0.47, 0.29, 0.30, 0.40, 0.19, 0.11, 0.34, 0.46, 0.29, 0.23, 0.34, 0.53, 0.31, 0.47, 0.35, 0.37, 0.23, 0.46, 0.38, 0.44, 0.39, 0.30, 0.38, 0.45, 0.12, 0.28, 0.48, 0.40, 0.37, 0.27, 0.46, 0.34, 0.47, 0.28, -1.66, 0.65, 2.17, -1.91, -1.87, -1.87, 2.10, -1.83, -1.83, -1.90, 0.33, 0.31, 0.40, 0.33, 0.30, 0.50, 0.34, 0.48, 0.23, 0.34, 0.15, 0.53, 0.29, 0.50, 0.28, 0.35, 0.23, 0.47, 0.36, 0.47, 0.24, -0.74, 0.22, -0.83, 0.21], "e_tot_ev": -140271.36288, "charge": -2, "lumo_ha": 0.1452, "multiplicity": 1}


Record 3
{"formula": "CHN3O2", "method": "ωB97M-V with the def2-TZVPD basis set", "species": ["C", "H", "N", "N", "N", "O", "O"], "coordinates": [[-0.02, -0.75, -0.09], [-1.01, 0.23, -1.64], [0.62, -0.05, 1.08], [0.30, 1.08, 0.78], [-0.68, 0.17, -0.80], [0.25, -1.92, -0.43], [-0.33, 1.40, -0.22]], "nbo_charge": [0.63, 0.41, -0.19, 0.16, -0.35, -0.58, -0.09], "smiles": "O=c1nno[nH]1", "e_tot_ev": -9613.74562, "lumo_ha": 0.0212, "e_above_lowest_kcal_mol": 84.41, "multiplicity": 1}


Record 4
{"formula": "C3H2F2O", "method": "ωB97M-V with the def2-TZVPD basis set", "species": ["C", "C", "C", "O", "F", "F", "H", "H"], "coordinates": [[1.51, -0.26, 1.86], [0.77, -0.29, 0.92], [-0.90, -0.11, -0.73], [-0.60, 0.94, -1.55], [-0.86, -1.33, -1.30], [-2.10, 0.06, -0.20], [1.95, 0.03, 2.89], [0.23, 0.95, -1.88]], "nbo_charge": [-0.41, -0.21, 1.11, -0.66, -0.31, -0.28, 0.26, 0.51], "e_tot_ev": -10620.12888, "lumo_ha": -0.0364, "e_above_lowest_kcal_mol": 111.78, "multiplicity": 1}


Record 5
{"formula": "C12H41BrN3O7", "method": "ωB97M-V with the def2-TZVPD basis set", "species": ["Br", "O", "H", "H", "O", "H", "H", "O", "H", "H", "O", "H", "H", "C", "C", "C", "O", "C", "N", "H", "H", "H", "H", "H", "H", "H", "H", "H", "H", "H", "C", "C", "C", "O", "C", "N", "H", "H", "H", "H", "H", "H", "H", "H", "H", "H", "H", "C", "C", "C", "O", "C", "N", "H", "H", "H", "H", "H", "H", "H", "H", "H", "H", "H"], "coordinates": [[-0.39, 0.94, 0.74], [-4.57, 4.41, -1.70], [-4.78, 4.17, -2.60], [-3.75, 3.95, -1.51], [-3.09, 3.57, 4.90], [-2.94, 2.96, 4.18], [-3.95, 3.95, 4.71], [2.19, -0.04, -2.96], [1.90, -0.93, -2.74], [1.71, 0.53, -2.36], [1.55, 1.45, 5.31], [2.16, 0.71, 5.39], [1.15, 1.33, 4.46], [4.71, -4.12, 5.63], [4.53, -3.73, 4.12], [4.49, -5.04, 3.25], [4.09, -4.72, 1.88], [5.03, -4.00, 1.15], [3.25, -3.08, 3.99], [3.79, -4.50, 6.07], [5.09, -3.22, 6.12], [5.47, -4.87, 5.85], [5.31, -3.01, 3.87], [3.73, -5.79, 3.46], [5.48, -5.49, 3.30], [4.84, -2.93, 1.06], [5.10, -4.27, 0.10], [6.09, -4.04, 1.41], [2.68, -3.86, 4.30], [2.94, -3.03, 3.03], [-3.27, -5.50, -0.59], [-3.35, -5.01, -2.15], [-4.66, -4.50, -2.81], [-5.65, -5.53, -2.82], [-6.64, -5.46, -1.79], [-2.24, -4.09, -2.30], [-2.33, -5.96, -0.30], [-4.18, -6.08, -0.46], [-3.52, -4.79, 0.19], [-3.12, -5.81, -2.86], [-4.33, -4.33, -3.83], [-4.93, -3.56, -2.31], [-7.29, -4.62, -2.05], [-6.23, -5.31, -0.79], [-7.35, -6.28, -1.91], [-2.39, -3.30, -1.70], [-2.28, -3.55, -3.16], [2.02, 7.19, -1.09], [0.54, 7.60, -1.39], [0.08, 7.43, -2.83], [0.74, 8.46, -3.73], [0.23, 8.27, -4.99], [-0.19, 6.59, -0.59], [2.22, 7.21, -0.02], [2.65, 7.90, -1.63], [2.35, 6.26, -1.56], [0.58, 8.67, -1.16], [-1.00, 7.51, -2.81], [0.32, 6.39, -3.06], [-0.68, 8.84, -5.16], [0.16, 7.25, -5.38], [0.88, 8.78, -5.69], [0.19, 5.66, -0.71], [-1.10, 6.35, -0.97]], "nbo_charge": [-1.00, -0.94, 0.46, 0.48, -0.94, 0.48, 0.46, -0.96, 0.47, 0.49, -0.95, 0.46, 0.49, -0.62, -0.08, -0.08, -0.55, -0.27, -0.81, 0.21, 0.22, 0.20, 0.20, 0.19, 0.16, 0.18, 0.18, 0.16, 0.33, 0.37, -0.64, -0.05, -0.08, -0.55, -0.25, -0.82, 0.23, 0.20, 0.21, 0.18, 0.18, 0.17, 0.16, 0.17, 0.19, 0.35, 0.34, -0.61, -0.07, -0.09, -0.54, -0.25, -0.82, 0.22, 0.20, 0.20, 0.19, 0.17, 0.18, 0.16, 0.17, 0.18, 0.37, 0.34], "e_tot_ev": -101952.53602, "charge": -1, "lumo_ha": 0.0904, "e_above_lowest_kcal_mol": 93.10, "multiplicity": 1}


Record 6
{"formula": "C6H10OS", "method": "ωB97M-V with the def2-TZVPD basis set", "species": ["C", "C", "C", "C", "C", "C", "H", "H", "H", "H", "H", "H", "H", "H", "H", "H", "O", "S"], "coordinates": [[-1.50, -0.84, 0.51], [-0.31, -0.24, -0.16], [0.85, -1.20, -0.57], [1.69, 0.80, 0.82], [0.25, 1.08, 0.48], [-0.65, 0.68, -1.27], [-1.21, -1.21, 1.51], [-1.94, -1.89, 0.08], [-2.22, -0.10, 0.78], [0.73, -1.49, -1.68], [0.69, -2.26, -0.01], [2.06, 1.93, 0.97], [1.48, 0.18, 1.82], [-0.20, 1.45, 1.36], [-0.30, 0.71, -2.32], [-1.82, 0.72, -1.34], [-0.01, 1.88, -0.58], [2.41, -0.20, -0.40]], "nbo_charge": [-0.61, -0.16, -0.53, -0.61, 0.12, -0.06, 0.22, 0.22, 0.22, 0.23, 0.22, 0.26, 0.21, 0.17, 0.21, 0.17, -0.54, 0.25], "e_tot_ev": -19264.01813, "lumo_ha": 0.0283, "e_above_lowest_kcal_mol": 69.45, "multiplicity": 1}